# 1
A molecular structure, C35H25N8O2Ru at a distorted geometry, computed with ωB97M-V/def2-TZVPD.

XYZ file:
```
71
Properties=species:S:1:pos:R:3:forces:R:3
Ru 0.200 -0.828 0.128 -0.61 0.36 -0.77
O 3.674 0.664 -1.731 0.24 0.12 -0.32
C 2.533 0.379 -1.413 0.07 0.04 0.11
N 1.850 0.729 -0.331 -0.38 -0.15 0.17
C 1.797 1.928 0.286 0.00 0.01 0.34
C 2.246 3.128 -0.285 0.11 0.04 0.07
C 2.060 4.321 0.375 0.01 -0.13 -0.02
C 1.413 4.358 1.608 -0.06 0.18 0.16
C 0.914 3.198 2.167 -0.02 -0.06 0.03
C 1.088 1.973 1.519 0.37 0.93 -0.62
N 0.608 0.757 1.947 -1.07 -0.88 1.57
C -0.459 0.563 2.643 1.12 1.06 -1.10
O -1.360 1.534 2.969 0.21 -0.31 0.41
C -0.881 -0.820 2.850 -0.22 -0.96 0.16
C -1.638 -1.225 3.950 0.25 0.15 -0.14
C -2.038 -2.541 4.049 0.27 -0.23 -0.44
C -1.664 -3.427 3.034 -0.17 0.21 0.34
C -0.916 -2.958 1.974 0.13 -0.20 -0.19
N -0.531 -1.683 1.862 -0.57 0.10 1.33
C 1.630 -0.551 -2.330 0.23 -0.01 0.13
C 2.006 -0.250 -3.743 0.11 -0.12 -0.36
C 1.591 -0.938 -4.831 0.11 0.31 0.24
C 0.797 -2.100 -4.808 -0.05 0.00 -0.18
C 0.670 -2.974 -3.735 -0.16 0.08 -0.25
N 1.264 -2.992 -2.569 -0.07 -0.72 0.84
H 2.736 3.088 -1.247 0.09 0.01 -0.02
H 2.427 5.239 -0.064 0.00 0.06 -0.05
H 1.293 5.302 2.120 -0.02 0.01 0.07
H 0.404 3.221 3.119 -0.04 0.04 0.04
H -1.883 -0.500 4.711 -0.07 0.10 0.00
H -2.616 -2.888 4.893 -0.05 0.01 0.04
H -1.958 -4.463 3.071 0.00 -0.10 -0.05
H -0.610 -3.614 1.161 -0.06 0.10 0.12
H 2.701 0.567 -3.851 0.02 0.12 -0.10
H 1.872 -0.546 -5.802 -0.02 -0.01 -0.02
H 0.342 -2.408 -5.739 -0.05 -0.09 -0.02
H 0.080 -3.871 -3.896 0.03 0.02 -0.01
C -4.588 1.173 2.589 -0.01 0.44 0.14
C -4.495 -0.078 1.949 0.00 -0.21 0.02
C -3.425 -0.345 1.104 0.32 0.16 -0.33
C -2.398 0.556 0.936 -0.76 -0.08 0.22
C -2.303 1.768 1.832 -0.02 0.07 -0.37
C -3.597 2.092 2.485 -0.03 -0.11 0.06
N -1.436 0.333 -0.043 0.77 -0.20 -0.22
C -1.489 1.025 -1.201 -0.06 0.27 -0.67
C -2.454 2.004 -1.482 0.04 0.04 -0.13
C -2.401 2.704 -2.665 -0.12 0.04 0.09
C -1.398 2.434 -3.595 0.16 -0.13 -0.07
C -0.460 1.450 -3.367 0.03 0.16 -0.11
C -0.490 0.698 -2.184 -0.53 0.16 0.17
N 0.289 -0.353 -1.851 -0.17 -0.52 -0.07
N 1.962 -1.975 -2.058 0.34 0.57 -0.52
C 2.565 -2.285 -0.824 0.14 -0.50 0.26
C 3.780 -2.955 -0.798 -0.13 0.05 0.11
C 4.335 -3.289 0.423 -0.30 0.16 0.05
C 3.653 -2.925 1.578 0.10 -0.08 -0.14
C 2.451 -2.257 1.467 0.12 -0.04 0.32
N 1.894 -1.951 0.291 1.06 -0.65 -0.48
H -5.483 1.405 3.147 -0.05 0.08 0.07
H -5.284 -0.803 2.059 -0.13 -0.08 0.03
H -3.415 -1.244 0.501 0.02 -0.02 -0.02
H -1.867 2.614 1.281 -0.14 -0.20 0.09
H -3.659 3.049 2.974 -0.09 0.16 0.10
H -3.228 2.200 -0.754 -0.11 0.06 0.02
H -3.137 3.465 -2.873 -0.09 0.10 -0.02
H -1.359 2.984 -4.524 -0.02 0.10 -0.06
H 0.295 1.241 -4.110 -0.13 0.07 0.03
H 4.266 -3.193 -1.731 -0.02 0.02 -0.09
H 5.277 -3.812 0.472 0.10 -0.04 0.02
H 4.044 -3.154 2.557 0.03 0.01 0.06
H 1.911 -1.950 2.354 0.01 0.04 -0.12
```
Forces are in eV/Å.

Results
Total energy: -2031.99955 a.u.
Spin multiplicity: 6
Orbital gap (alpha / beta): 5.57 / 5.28 eV
Net charge: 0

***

# 2
13 unconnected molecules or ions with the total composition C28H89NO15P3S13 at a distorted geometry, computed with ωB97M-V/def2-TZVPD.

XYZ file:
```
149
Properties=species:S:1:pos:R:3:forces:R:3
C 0.095 1.712 -1.299 0.07 -0.42 0.26
C -1.412 1.932 -1.292 0.07 -0.09 0.37
O -2.074 0.694 -1.430 -0.13 0.04 -0.13
P -2.996 0.344 -2.836 -0.90 -0.24 0.59
S -1.189 0.833 -4.200 0.54 0.37 -0.12
P -2.350 -1.833 -2.623 1.28 0.23 -0.57
C -2.164 -2.360 -0.878 -0.40 -0.16 0.20
C -3.667 -2.894 -3.311 -0.14 0.00 0.19
P -4.940 0.063 -1.632 -0.11 -0.11 -1.12
N -5.984 -0.950 -2.213 0.12 0.13 0.00
O -4.621 -0.314 -0.085 0.40 0.24 0.53
O -5.576 1.567 -1.413 0.29 0.33 -0.02
H 0.629 2.444 -1.899 0.13 0.05 -0.03
H 0.266 0.717 -1.693 -0.01 0.07 -0.55
H 0.541 1.637 -0.311 -0.13 0.51 0.13
H -1.718 2.640 -2.067 -0.08 -0.05 -0.21
H -1.722 2.364 -0.336 -0.08 0.09 0.05
H -3.752 -0.024 -4.013 -0.03 -0.02 0.01
H -3.379 1.718 -2.979 0.18 0.03 0.05
H -1.632 0.215 -5.287 -0.18 -0.30 -0.16
H -3.084 -2.443 -0.296 -0.08 0.09 0.04
H -1.492 -1.667 -0.380 0.03 0.12 0.05
H -1.696 -3.344 -0.891 0.07 -0.07 -0.02
H -3.194 -3.813 -3.651 0.03 -0.08 -0.05
H -4.487 -3.108 -2.628 -0.14 0.07 0.01
H -4.061 -2.378 -4.185 -0.13 -0.01 -0.06
H -6.846 -0.462 -2.431 -0.21 -0.22 0.09
H -5.024 -1.173 0.052 -0.27 -0.35 0.13
H -5.753 1.679 -0.477 -0.16 -0.02 0.27
C -1.599 -5.370 -7.989 -0.06 -0.02 -0.07
S -0.755 -4.030 -7.134 0.05 0.18 -0.11
O -1.433 -3.843 -5.833 -0.07 -0.25 0.29
C -1.379 -2.700 -8.157 0.11 -0.06 -0.12
H -1.384 -6.289 -7.447 0.01 0.00 0.02
H -2.672 -5.178 -7.982 0.00 0.02 0.02
H -1.225 -5.445 -9.010 0.00 0.00 0.00
H -2.466 -2.703 -8.118 -0.02 -0.02 0.03
H -1.036 -2.785 -9.187 0.01 0.00 -0.01
H -0.998 -1.780 -7.720 -0.01 0.03 0.00
C 2.331 -1.172 1.426 -0.05 0.03 0.03
S 1.778 0.403 2.075 -0.14 0.00 0.06
O 2.253 1.446 1.118 0.21 0.05 0.12
C 2.883 0.488 3.482 0.18 -0.21 0.00
H 1.766 -1.369 0.518 0.03 -0.02 0.02
H 3.390 -1.120 1.180 -0.01 0.06 -0.05
H 2.132 -1.954 2.160 -0.01 0.00 -0.01
H 3.913 0.452 3.122 -0.02 0.03 -0.04
H 2.686 -0.334 4.170 -0.06 0.04 0.05
H 2.702 1.433 3.986 -0.04 0.04 -0.02
C -2.610 1.381 -8.053 0.00 -0.01 -0.02
S -3.668 0.229 -8.929 -0.09 0.04 0.18
O -2.782 -0.626 -9.764 0.07 0.00 -0.21
C -4.407 1.434 -10.038 -0.02 0.07 -0.03
H -2.029 0.809 -7.332 -0.03 0.05 0.01
H -1.948 1.874 -8.765 0.00 -0.02 -0.03
H -3.227 2.106 -7.523 0.02 -0.02 0.06
H -3.621 1.924 -10.613 0.02 -0.01 0.01
H -4.972 2.161 -9.455 -0.01 0.00 0.00
H -5.076 0.896 -10.705 -0.01 -0.02 -0.01
C 2.283 -0.990 -2.634 -0.01 0.06 0.04
S 2.792 -2.701 -2.522 -0.03 0.12 -0.06
O 3.215 -2.937 -1.106 0.11 -0.05 0.12
C 4.306 -2.490 -3.467 0.12 -0.02 0.01
H 1.371 -0.879 -2.056 -0.10 -0.11 -0.08
H 3.065 -0.346 -2.231 0.09 -0.04 0.04
H 2.076 -0.741 -3.674 -0.12 -0.04 0.01
H 4.922 -1.730 -2.984 -0.04 0.02 0.01
H 4.049 -2.190 -4.483 0.00 -0.01 -0.01
H 4.823 -3.448 -3.484 -0.01 -0.01 0.00
C 2.281 -3.542 6.437 0.05 -0.16 0.06
S 1.628 -2.050 7.171 -0.01 -0.07 -0.09
O 2.027 -0.943 6.244 0.01 0.13 0.01
C 2.747 -1.972 8.562 0.02 -0.08 0.07
H 1.730 -3.724 5.516 -0.02 0.02 0.00
H 3.338 -3.395 6.212 -0.01 0.04 -0.01
H 2.142 -4.385 7.115 -0.03 -0.02 -0.03
H 3.772 -1.939 8.194 0.00 0.01 -0.02
H 2.590 -2.841 9.201 -0.03 -0.02 -0.04
H 2.532 -1.055 9.104 0.04 0.05 0.01
C 5.595 -3.005 1.457 -0.02 -0.03 -0.05
S 6.859 -3.792 2.452 0.04 0.07 -0.12
O 6.164 -4.548 3.528 -0.07 -0.08 0.14
C 7.469 -2.279 3.206 0.05 0.05 0.02
H 5.043 -3.779 0.930 -0.03 0.03 -0.03
H 4.924 -2.451 2.113 0.00 -0.03 0.04
H 6.062 -2.339 0.731 -0.02 -0.01 -0.03
H 6.651 -1.785 3.730 -0.02 -0.02 0.00
H 7.880 -1.631 2.431 0.00 0.01 0.00
H 8.250 -2.554 3.910 0.01 -0.01 0.01
C -5.674 4.815 -2.147 0.07 0.03 0.07
S -7.461 4.759 -2.044 -0.03 -0.14 0.03
O -7.987 5.922 -2.815 -0.02 0.12 -0.04
C -7.577 5.214 -0.309 0.08 0.00 0.08
H -5.403 4.602 -3.178 0.00 -0.02 -0.02
H -5.329 5.809 -1.862 -0.03 0.02 -0.02
H -5.253 4.042 -1.505 0.00 -0.05 -0.08
H -7.114 6.190 -0.159 0.00 0.00 -0.03
H -7.083 4.453 0.294 -0.01 -0.01 0.01
H -8.633 5.259 -0.053 -0.02 0.00 -0.01
C 2.822 2.167 7.002 -0.08 0.01 -0.12
S 4.200 1.710 8.046 0.02 -0.04 -0.10
O 3.629 1.000 9.225 -0.02 0.04 0.16
C 4.581 3.379 8.575 0.07 0.17 0.00
H 2.403 1.241 6.609 -0.01 -0.03 -0.01
H 2.082 2.693 7.606 0.02 0.00 0.03
H 3.189 2.801 6.193 0.01 0.00 0.01
H 3.700 3.814 9.047 -0.01 -0.03 0.01
H 4.874 3.957 7.697 0.02 0.00 0.01
H 5.402 3.337 9.288 0.01 -0.06 0.00
C 6.254 3.062 -2.365 0.04 0.04 -0.06
S 5.981 1.748 -1.170 -0.14 0.26 0.25
O 5.202 0.696 -1.867 0.02 -0.35 -0.26
C 4.797 2.640 -0.161 0.18 0.08 0.05
H 6.932 2.679 -3.126 0.01 -0.01 -0.01
H 5.301 3.334 -2.818 -0.02 -0.03 0.01
H 6.706 3.918 -1.864 0.00 0.00 0.00
H 3.952 2.938 -0.781 -0.02 -0.04 -0.02
H 5.283 3.508 0.287 0.01 0.00 0.00
H 4.437 1.966 0.613 -0.06 0.00 -0.05
C 0.849 -8.409 5.807 -0.03 -0.03 -0.05
S 1.935 -8.138 7.210 0.04 -0.12 -0.07
O 1.784 -6.711 7.588 -0.03 0.21 0.11
C 3.472 -8.259 6.290 0.04 -0.03 -0.04
H -0.174 -8.320 6.165 -0.01 0.01 0.02
H 1.045 -7.651 5.049 0.02 0.02 0.01
H 1.015 -9.409 5.408 -0.01 -0.01 0.00
H 3.478 -7.511 5.498 -0.01 0.02 0.01
H 3.568 -9.263 5.877 0.01 0.00 0.00
H 4.284 -8.066 6.986 0.00 0.01 0.02
C 4.584 8.031 6.603 0.03 0.06 -0.04
S 3.788 6.424 6.528 -0.15 0.05 0.20
O 4.639 5.556 5.675 0.08 -0.09 -0.05
C 2.390 6.945 5.532 -0.02 0.01 -0.08
H 5.515 7.909 7.152 0.01 -0.02 0.01
H 4.791 8.379 5.591 0.00 -0.02 -0.01
H 3.934 8.730 7.129 0.00 0.00 0.01
H 2.752 7.372 4.597 0.01 -0.01 -0.01
H 1.802 7.672 6.091 -0.01 -0.01 0.01
H 1.788 6.063 5.328 0.00 -0.02 0.00
C -8.893 0.879 -5.069 0.03 -0.11 -0.02
S -8.939 1.789 -3.520 0.06 0.35 -0.36
O -8.487 0.868 -2.458 -0.25 -0.20 0.25
C -10.735 1.878 -3.426 -0.06 -0.04 0.03
H -7.847 0.657 -5.275 0.02 -0.01 0.01
H -9.453 -0.050 -4.964 0.01 -0.01 0.01
H -9.309 1.500 -5.863 0.01 0.01 0.00
H -11.149 0.869 -3.435 0.02 -0.01 0.01
H -11.112 2.462 -4.265 0.01 0.01 0.00
H -10.987 2.374 -2.491 0.01 0.01 0.01
```
Forces are in eV/Å.

Results
Total energy: -8503.75802 a.u.
Orbital gap: 4.67 eV
Net charge: -1

***

# 3
A gas-phase ion, C2H4N3O (charge +1) at a distorted geometry, computed with ωB97M-V/def2-TZVPD.

XYZ file:
```
10
Properties=species:S:1:pos:R:3:forces:R:3
C -0.010 0.277 1.465 0.87 -1.93 0.33
N 0.674 0.739 0.448 -1.40 0.50 -0.67
C 0.420 0.527 -0.938 0.19 -0.16 1.60
N -0.471 -0.362 -1.253 0.59 3.36 0.21
N -0.788 -1.489 -1.232 1.26 -2.48 -0.31
O -1.676 -2.156 -1.532 -2.23 -1.44 -0.03
H -0.502 -0.692 1.570 -0.71 0.50 -1.13
H 0.289 0.600 2.429 0.37 0.77 0.66
H 1.339 1.416 0.812 0.17 0.50 -1.17
H 0.725 1.140 -1.769 0.88 0.38 0.52
```
Forces are in eV/Å.

Results
Total energy: -317.64169 a.u.
Orbital gap (alpha / beta): 7.19 / 7.88 eV
Net charge: +1

***

# 4
A molecular structure, C56H49F12N5O5Ta at a distorted geometry, computed with ωB97M-V/def2-TZVPD.

XYZ file:
```
128
Properties=species:S:1:pos:R:3:forces:R:3
Ta -0.119 -0.148 0.419 -0.89 -0.37 0.54
C 2.217 -2.560 6.922 0.01 -0.01 0.01
C 1.437 -2.150 5.702 0.01 0.02 -0.01
C 0.157 -2.623 5.450 -0.02 -0.02 0.00
C -0.547 -2.233 4.333 0.01 0.01 -0.02
C -0.029 -1.350 3.361 -0.05 0.04 0.04
N -0.790 -0.955 2.274 0.17 -0.01 0.10
C -2.102 -1.441 2.130 0.10 -0.04 0.00
C -2.385 -2.807 2.046 0.00 0.00 0.02
C -3.688 -3.248 1.906 0.02 -0.02 -0.02
C -4.740 -2.344 1.813 -0.01 0.00 0.00
C -6.166 -2.813 1.689 -0.01 0.00 0.00
C -4.447 -0.986 1.837 0.01 0.01 -0.06
C -3.144 -0.520 1.980 0.00 -0.04 -0.02
C -2.735 0.959 1.949 -0.02 0.01 -0.02
O -1.636 1.214 1.155 0.31 -0.29 -0.23
C -2.557 1.438 3.437 0.05 0.08 0.05
F -2.225 2.736 3.511 0.02 -0.07 -0.05
F -1.651 0.755 4.126 0.03 0.00 -0.01
F -3.714 1.289 4.125 -0.04 0.03 -0.02
C -3.889 1.848 1.371 -0.06 -0.02 -0.02
F -5.045 1.826 2.075 0.03 -0.01 -0.06
F -4.206 1.461 0.123 0.03 0.03 0.05
F -3.538 3.132 1.300 0.07 0.08 -0.03
C 1.251 -0.818 3.658 -0.04 -0.01 -0.03
C 1.940 -1.237 4.796 0.02 -0.02 -0.01
C 1.880 0.294 2.829 -0.01 -0.13 -0.14
O 1.319 0.408 1.582 0.67 0.55 0.65
C 1.720 1.665 3.551 -0.01 0.06 0.07
F 0.471 2.101 3.477 -0.06 0.00 -0.03
F 2.505 2.614 2.986 0.01 0.00 0.01
F 2.054 1.617 4.849 0.01 0.03 0.00
C 3.424 0.089 2.622 0.04 -0.05 0.01
F 3.864 0.779 1.567 0.00 -0.03 -0.07
F 4.157 0.510 3.681 -0.03 -0.07 -0.03
F 3.735 -1.197 2.425 -0.04 0.04 -0.03
H 1.870 -3.522 7.302 0.00 0.01 0.00
H 2.115 -1.830 7.730 0.00 0.00 0.00
H 3.281 -2.655 6.698 -0.01 0.00 0.00
H -0.308 -3.318 6.143 0.00 0.01 0.00
H -1.546 -2.619 4.212 -0.02 -0.01 -0.01
H -1.558 -3.506 2.087 0.00 0.00 0.03
H -3.889 -4.313 1.847 0.00 0.01 0.00
H -6.211 -3.856 1.374 0.00 0.00 0.00
H -6.719 -2.215 0.962 0.00 0.00 0.00
H -6.691 -2.733 2.645 0.00 0.00 -0.01
H -5.267 -0.290 1.737 0.00 -0.03 0.00
H 2.917 -0.819 4.998 0.01 0.00 -0.01
C 3.122 3.232 -1.094 -0.01 0.01 0.01
C 2.421 4.544 -1.311 -0.02 0.01 -0.01
C 2.975 5.717 -0.812 0.00 0.00 -0.03
C 2.388 6.957 -1.016 0.01 0.01 0.02
C 1.207 7.039 -1.737 -0.03 0.00 0.01
C 0.618 5.883 -2.221 0.02 0.00 -0.01
C 1.209 4.642 -2.012 0.03 -0.05 0.03
N 0.612 3.500 -2.588 -0.08 0.02 -0.06
C 0.474 2.245 -1.943 0.08 -0.05 -0.03
N 0.884 1.222 -2.752 0.06 0.06 0.04
C 1.806 0.239 -2.272 -0.07 -0.11 -0.07
C 1.645 -0.327 -1.021 0.11 -0.03 0.09
C 2.701 -1.162 -0.622 0.10 0.05 -0.04
C 3.788 -1.450 -1.421 0.03 0.04 0.01
C 3.876 -0.890 -2.689 0.02 0.00 0.03
C 2.896 -0.021 -3.128 -0.09 -0.07 -0.05
C 3.015 0.620 -4.488 -0.02 -0.01 -0.01
N 0.034 2.074 -0.746 0.07 -0.24 0.10
C -0.437 3.278 -0.113 0.00 0.00 0.13
C 0.287 3.776 0.957 -0.04 0.01 -0.01
C -0.072 4.969 1.556 -0.01 0.03 0.01
C -1.166 5.675 1.076 0.05 0.01 0.02
C -1.896 5.162 0.019 -0.01 -0.04 -0.01
C -1.559 3.955 -0.587 -0.02 -0.01 0.03
C -2.422 3.421 -1.695 0.01 -0.02 -0.04
H 4.159 3.403 -0.808 -0.01 0.00 0.01
H 3.120 2.619 -1.997 0.02 -0.01 -0.02
H 2.657 2.633 -0.306 0.00 -0.01 -0.02
H 3.905 5.650 -0.258 -0.01 0.00 0.00
H 2.850 7.850 -0.616 0.00 0.00 0.00
H 0.729 7.996 -1.904 0.00 -0.01 0.00
H -0.326 5.934 -2.751 0.00 0.00 0.00
H -0.043 3.673 -3.332 -0.06 0.04 0.03
H 1.179 1.597 -3.637 0.05 0.07 -0.01
H 2.650 -1.641 0.343 0.08 0.06 0.05
H 4.561 -2.120 -1.064 0.00 0.00 0.00
H 4.719 -1.111 -3.335 -0.01 0.00 0.00
H 3.941 0.307 -4.968 0.00 0.00 0.00
H 3.035 1.715 -4.435 0.02 0.00 0.00
H 2.193 0.338 -5.157 -0.02 0.01 0.01
H 1.142 3.220 1.304 0.02 -0.02 0.02
H 0.504 5.343 2.393 0.00 0.00 -0.01
H -1.456 6.614 1.531 0.00 -0.01 0.00
H -2.773 5.692 -0.337 0.01 -0.01 0.00
H -3.475 3.551 -1.445 0.01 -0.01 0.00
H -2.248 2.359 -1.860 0.00 0.00 0.02
H -2.246 3.949 -2.638 0.02 0.02 -0.01
O 1.023 -4.161 1.502 -0.12 -0.01 -0.10
C 0.820 -3.466 0.509 0.24 -0.07 0.43
O 0.479 -2.243 0.533 -0.08 0.59 -0.63
C 1.041 -4.156 -0.840 -0.18 -0.05 -0.05
C 1.101 -5.580 -0.831 0.03 0.06 -0.02
C 1.281 -6.242 -2.002 -0.02 0.01 -0.02
C 1.435 -5.501 -3.201 0.03 -0.03 0.02
C 1.640 -6.101 -4.466 0.01 -0.02 0.00
C 1.799 -5.329 -5.582 -0.01 0.00 0.01
C 1.762 -3.921 -5.482 -0.01 -0.01 0.00
C 1.559 -3.318 -4.274 0.01 0.06 0.01
C 1.385 -4.095 -3.103 -0.02 0.03 0.00
N 1.168 -3.445 -1.925 -0.14 0.02 -0.02
H 0.997 -6.082 0.119 0.00 -0.01 0.02
H 1.314 -7.325 -2.037 0.00 0.00 0.00
H 1.672 -7.183 -4.532 0.00 0.00 0.00
H 1.956 -5.795 -6.548 0.01 0.00 0.00
H 1.900 -3.318 -6.372 -0.01 0.00 0.00
H 1.539 -2.241 -4.161 0.01 0.00 0.00
C -1.477 -1.091 -3.211 0.00 0.02 -0.07
C -2.179 -1.286 -1.872 0.21 -0.26 0.11
C -3.493 -0.526 -1.838 0.00 0.07 0.01
C -2.443 -2.765 -1.612 -0.09 0.03 -0.02
O -1.317 -0.801 -0.844 -0.70 0.19 -0.66
H -0.702 -1.843 -3.351 0.08 0.00 0.04
H -1.007 -0.110 -3.246 -0.09 0.02 -0.02
H -2.198 -1.168 -4.028 0.02 -0.07 0.00
H -4.132 -0.877 -2.652 0.00 0.00 0.01
H -3.328 0.543 -1.960 -0.01 -0.01 -0.01
H -4.007 -0.691 -0.893 0.02 0.00 0.00
H -3.134 -3.153 -2.366 0.03 0.01 0.00
H -2.891 -2.897 -0.628 0.00 0.00 0.01
H -1.518 -3.330 -1.663 0.14 -0.05 0.03
```
Forces are in eV/Å.

Results
Total energy: -4069.16432 a.u.
Orbital gap: 6.59 eV
Net charge: -1

***

What ΔE to the lowest compared entry with this formula, charge and spin values result from the calculations? In sequence: 467.9, 0.0, 525.3, 95.2 kJ/mol.